74
Properties=species:S:1:pos:R:3:forces:R:3 method="wB97M-V/def2-TZVPD" spin_multiplicity=1 total_charge=+2 homo_energy_ev=-14.146
Sn 0.6277 0.1293 -0.5010 -1.415 -1.116 0.920
O 3.2232 3.7358 -2.1864 0.435 0.069 -0.226
C 2.6993 2.6764 -1.6215 -0.402 0.263 0.197
O 1.6206 2.6434 -1.0703 0.089 -0.040 0.085
C 3.5487 1.4645 -1.6879 0.318 -0.169 -0.293
C 4.8525 1.4619 -2.1458 -0.238 0.102 0.142
C 5.5499 0.2595 -2.1455 0.289 -0.281 -0.044
C 4.9294 -0.8978 -1.7208 -0.230 0.288 0.030
C 3.6090 -0.8066 -1.2858 0.019 -0.677 0.133
N 2.9535 0.3406 -1.2580 -0.943 -0.112 -0.467
C 2.8828 -2.0822 -0.7924 1.679 0.819 -0.638
O 3.5331 -3.0955 -0.7256 -0.552 0.066 0.110
O 1.6541 -1.8793 -0.5208 -2.313 1.052 0.533
H 2.6519 4.5166 -2.1159 -0.163 -0.083 0.093
H 5.3093 2.3792 -2.4873 -0.037 0.022 0.002
H 6.5785 0.2188 -2.4780 -0.005 0.090 -0.060
H 5.4095 -1.8651 -1.7206 0.017 -0.001 0.050
C 2.6093 1.4446 1.5773 -0.300 -0.316 -0.059
N 2.2227 0.6901 2.7359 0.233 0.099 0.161
C 3.1657 0.4746 3.8253 -0.014 -0.126 0.047
C 2.2989 -0.2577 4.8431 0.066 -0.018 0.015
N 1.1500 -0.7207 4.0517 0.123 0.016 -0.113
C 0.0330 -1.2634 4.8168 -0.172 -0.110 -0.067
C 1.1516 -0.1270 2.8338 0.244 0.304 0.217
N 0.2769 -0.2349 1.8560 0.428 0.446 -1.969
C -0.8260 -1.1759 1.8964 -0.429 -0.277 0.263
C -1.8338 -0.7990 0.8224 0.043 0.013 0.145
N -1.3371 -1.1546 -0.4849 1.263 0.332 0.039
C -1.7592 -2.1969 -1.1748 0.179 0.181 -0.234
N -1.3435 -2.3612 -2.4478 -0.048 -0.131 -0.245
C -0.3725 -1.5502 -3.1320 0.109 0.132 0.365
C -1.8192 -3.6103 -3.0221 0.118 -0.206 0.028
C -2.9020 -4.0233 -2.0283 -0.088 0.093 -0.133
N -2.6299 -3.1799 -0.8591 0.070 -0.162 -0.026
C -3.4500 -3.4083 0.3179 0.030 0.190 0.134
H 3.3955 2.1388 1.8648 -0.039 0.100 -0.016
H 1.7592 2.0229 1.2009 0.145 0.081 0.102
H 3.0056 0.8031 0.7773 0.010 0.214 0.530
H 3.5481 1.4232 4.1986 -0.010 -0.012 0.001
H 4.0074 -0.1373 3.4878 -0.011 0.008 0.017
H 1.9594 0.4008 5.6464 -0.015 0.004 -0.048
H 2.8048 -1.1171 5.2793 0.015 0.059 0.060
H 0.3469 -1.3066 5.8565 0.037 -0.044 -0.016
H -0.2220 -2.2752 4.5063 -0.033 0.036 -0.025
H -0.8466 -0.6204 4.7771 0.042 0.009 -0.005
H -1.3549 -1.1298 2.8447 0.139 0.016 0.068
H -0.4604 -2.1949 1.7315 -0.079 -0.034 0.083
H -1.9244 0.2910 0.8492 -0.264 -0.036 0.028
H -2.8078 -1.2175 1.0444 -0.053 -0.004 -0.041
H 0.6505 -1.7794 -2.8031 -0.022 -0.065 -0.119
H -0.5837 -0.4896 -2.9621 -0.115 -0.006 -0.175
H -0.4422 -1.7508 -4.1982 0.018 0.087 -0.017
H -1.0084 -4.3428 -3.0775 -0.032 0.002 0.023
H -2.2078 -3.4530 -4.0273 -0.012 0.029 0.028
H -2.8396 -5.0744 -1.7523 0.008 0.016 0.000
H -3.9078 -3.8213 -2.4065 0.029 -0.006 -0.004
H -3.8908 -4.3971 0.2192 0.050 -0.018 0.013
H -4.2708 -2.6919 0.3987 0.023 -0.010 0.000
H -2.8585 -3.4017 1.2317 0.002 0.009 -0.004
C -2.6525 4.6193 -1.0196 -0.267 0.058 0.007
C -3.0647 3.1429 -0.9923 0.566 -0.176 -0.030
C -3.9298 2.7710 -2.2011 -0.096 0.102 0.047
C -3.7713 2.7873 0.3226 -0.110 0.118 -0.062
C -1.8357 2.3304 -1.0460 -0.008 -0.204 -0.015
C -0.8758 1.5969 -1.0817 1.744 -1.128 0.436
H -3.5461 5.2429 -0.9708 0.022 0.039 -0.001
H -2.1161 4.8592 -1.9369 -0.007 -0.011 -0.017
H -2.0159 4.8615 -0.1690 -0.003 0.003 0.012
H -4.8654 3.3295 -2.1593 -0.010 0.000 -0.025
H -4.1614 1.7057 -2.1980 -0.023 -0.001 0.001
H -3.4242 3.0140 -3.1349 0.004 0.010 -0.005
H -4.6928 3.3651 0.4001 -0.011 -0.013 0.041
H -3.1422 3.0228 1.1815 -0.004 0.022 0.008
H -4.0260 1.7271 0.3540 -0.033 -0.002 -0.017